[1]
C30H84N6O12 | wB97M-V/def2-TZVPD

The highest occupied orbital energy is -9.114 eV. The calculation puts the lowest unoccupied orbital energy at 0.59 eV. The electronic energy comes out at -2424.60711 Eh. The SMILES is COC[C@H](C)N.COC[C@H](C)N.COC[C@H](C)N.COC[C@H](C)N.COC[C@H](C)N.COC[C@H](C)N.OCCO.OCCO.OCCO. As for the energy relative to the best compared isomer or geometry (same formula, charge and spin): 852.5 kJ/mol.

ORCA input file:
```
! wB97M-V def2-TZVPD RIJCOSX def2/J DEFGRID3
* xyz 0 1
C 7.417 2.938 0.199
O 6.116 3.313 0.501
C 5.172 2.717 -0.343
C 4.961 3.485 -1.606
C 4.214 4.766 -1.197
N 4.055 2.647 -2.474
H 7.634 1.860 0.106
H 8.132 3.389 0.955
H 7.775 3.410 -0.728
H 5.513 1.731 -0.568
H 4.277 2.697 0.260
H 5.944 3.557 -2.036
H 3.296 4.549 -0.666
H 4.072 5.297 -2.107
H 4.804 5.365 -0.501
H 3.300 2.324 -1.858
H 4.672 1.867 -2.731
C -6.515 0.781 0.010
O -6.154 0.323 1.309
C -5.579 1.361 2.129
C -5.224 0.903 3.486
C -6.463 0.230 4.164
N -4.631 2.052 4.155
H -7.075 0.018 -0.537
H -5.685 1.146 -0.612
H -7.086 1.702 0.078
H -4.681 1.813 1.704
H -6.321 2.130 2.263
H -4.418 0.141 3.345
H -7.425 0.847 3.963
H -6.274 0.169 5.240
H -6.588 -0.685 3.586
H -3.996 2.581 3.612
H -5.408 2.704 4.345
C 1.342 0.580 2.426
O 2.488 0.141 1.753
C 2.826 -1.181 2.137
C 4.005 -1.617 1.360
C 4.392 -3.058 1.676
N 5.057 -0.652 1.431
H 1.522 0.469 3.482
H 0.537 -0.028 2.173
H 1.164 1.651 2.136
H 3.034 -1.144 3.225
H 1.905 -1.789 2.083
H 3.699 -1.668 0.316
H 4.630 -3.152 2.704
H 5.215 -3.330 1.031
H 3.510 -3.716 1.470
H 4.707 0.246 1.073
H 5.434 -0.606 2.371
C -1.578 3.884 2.730
O -2.721 3.513 2.026
C -2.800 3.967 0.693
C -1.797 3.054 -0.119
C -1.739 3.563 -1.560
N -2.142 1.665 -0.020
H -1.581 3.268 3.690
H -1.614 4.911 2.975
H -0.595 3.768 2.267
H -3.788 3.825 0.334
H -2.713 5.049 0.667
H -0.826 3.190 0.390
H -1.480 4.664 -1.534
H -2.732 3.541 -2.071
H -1.081 3.135 -2.300
H -3.081 1.395 -0.359
H -2.141 1.459 0.930
C -6.195 -4.098 0.624
O -5.227 -3.371 -0.016
C -4.031 -3.320 0.742
C -2.892 -2.696 -0.051
C -2.708 -3.384 -1.387
N -1.724 -2.801 0.838
H -5.999 -5.192 0.612
H -7.137 -3.941 -0.064
H -6.393 -3.673 1.636
H -4.211 -2.854 1.680
H -3.733 -4.344 0.959
H -3.127 -1.611 -0.330
H -2.520 -4.438 -1.260
H -1.993 -2.937 -2.049
H -3.691 -3.358 -1.976
H -0.985 -2.192 0.510
H -1.423 -3.777 0.807
C 4.771 -3.090 -3.232
O 3.487 -3.569 -3.678
C 3.228 -4.912 -3.198
C 1.734 -4.963 -2.722
C 1.286 -3.818 -1.810
N 1.608 -6.305 -2.181
H 4.687 -2.070 -2.816
H 5.615 -3.150 -3.962
H 5.115 -3.676 -2.404
H 3.477 -5.724 -3.975
H 3.928 -5.127 -2.392
H 1.099 -4.994 -3.636
H 1.145 -2.866 -2.381
H 1.893 -3.617 -0.941
H 0.265 -4.059 -1.354
H 2.056 -6.372 -1.261
H 0.666 -6.547 -2.088
O -2.349 -2.803 3.626
C -2.562 -1.705 4.403
C -1.680 -0.513 4.141
O -1.881 0.006 2.778
H -2.145 -2.589 2.695
H -3.514 -1.280 4.287
H -2.516 -2.102 5.441
H -0.633 -0.696 4.281
H -1.856 0.337 4.724
H -1.584 -0.627 2.087
O -0.218 -0.371 -0.511
C 0.281 0.033 -1.782
C 1.758 0.150 -1.793
O 2.169 1.051 -0.796
H -0.971 0.273 -0.346
H -0.016 -0.631 -2.581
H -0.125 0.947 -2.072
H 2.077 0.638 -2.754
H 2.361 -0.740 -1.699
H 1.966 0.613 0.041
O 2.558 4.115 -4.483
C 2.007 3.372 -5.606
C 1.135 2.180 -5.217
O 0.282 2.715 -4.149
H 3.210 3.602 -3.989
H 1.428 4.099 -6.138
H 2.813 3.010 -6.291
H 1.778 1.392 -4.813
H 0.489 1.755 -5.935
H 0.778 3.496 -3.826
*
```

Atom charges from the Löwdin analysis, given in e for atoms 1 to 5: -0.14, -0.17, -0.26, -0.38, -0.03

[2]
C30H85BeF6N7O9P | wB97M-V/def2-TZVPD

The highest occupied orbital energy is -10.515 eV. The calculation puts the lowest unoccupied orbital energy at -9.49 eV. The electronic energy comes out at -3208.99126 Eh. As for the energy relative to the best compared isomer or geometry (same formula, charge and spin): 1230.8 kJ/mol.

ORCA input file:
```
! wB97M-V def2-TZVPD RIJCOSX def2/J DEFGRID3
* xyz 1 1
Be 2.018 7.336 -2.246
P 0.558 2.012 0.588
F 1.366 3.437 0.472
F 1.938 1.444 1.298
F 0.133 2.424 2.144
F -0.154 0.542 0.826
F -0.768 2.640 -0.093
F 1.175 1.521 -0.911
C 0.433 3.615 -7.641
C 1.196 4.753 -6.812
C 1.616 6.011 -7.708
O 2.188 6.979 -6.939
C 2.862 8.000 -7.597
N 0.455 5.084 -5.674
H -0.589 3.990 -7.702
H 0.501 2.587 -7.286
H 0.880 3.562 -8.634
H 2.091 4.357 -6.331
H 0.690 6.508 -7.996
H 2.245 5.707 -8.545
H 3.321 8.727 -6.926
H 2.311 8.719 -8.203
H 3.621 7.685 -8.313
H -0.442 5.251 -6.106
H 0.294 4.281 -5.084
C -1.813 -5.502 -5.267
C -1.614 -4.673 -3.950
C -0.275 -4.927 -3.376
O -0.123 -6.266 -3.035
C 0.844 -6.456 -1.991
N -1.803 -3.186 -4.195
H -1.740 -6.568 -5.055
H -1.010 -5.353 -5.988
H -2.729 -5.314 -5.828
H -2.264 -4.950 -3.121
H -0.148 -4.250 -2.532
H 0.535 -4.789 -4.092
H 0.470 -7.350 -1.492
H 0.898 -5.627 -1.286
H 1.834 -6.641 -2.407
H -1.655 -2.465 -3.504
H -1.311 -2.798 -4.987
C 5.514 -2.268 -2.889
C 6.084 -1.019 -3.632
C 5.292 -0.803 -4.956
O 5.703 -1.778 -5.862
C 5.571 -1.499 -7.191
N 5.907 0.096 -2.710
H 6.081 -2.468 -1.980
H 5.589 -3.128 -3.553
H 4.502 -2.040 -2.554
H 7.115 -1.163 -3.954
H 5.502 0.185 -5.365
H 4.226 -0.844 -4.734
H 6.362 -0.823 -7.513
H 4.722 -1.023 -7.682
H 5.766 -2.418 -7.744
H 5.026 -0.286 -2.397
H 5.539 0.833 -3.293
C -6.393 -1.075 6.305
C -5.664 -0.453 7.488
C -4.945 0.892 7.174
O -4.301 1.367 8.332
C -3.493 2.500 8.059
N -6.674 -0.242 8.560
H -6.995 -0.299 5.833
H -7.045 -1.930 6.488
H -5.644 -1.359 5.566
H -4.935 -1.146 7.909
H -5.694 1.608 6.836
H -4.342 0.679 6.291
H -2.559 2.237 7.562
H -3.260 3.012 8.992
H -4.040 3.163 7.388
H -6.946 -1.197 8.742
H -6.110 0.187 9.281
C -9.262 -2.600 0.440
C -8.152 -2.193 -0.722
C -8.347 -0.810 -1.227
O -8.651 0.173 -0.146
C -7.838 1.319 -0.031
N -6.808 -2.464 -0.162
H -10.256 -2.822 0.049
H -9.328 -1.981 1.334
H -8.959 -3.578 0.812
H -8.258 -2.961 -1.488
H -9.309 -0.909 -1.730
H -7.617 -0.500 -1.973
H -7.822 1.835 -0.992
H -6.829 0.944 0.140
H -8.193 2.096 0.646
H -6.259 -2.162 -0.954
H -6.738 -1.789 0.586
C 0.823 -3.364 6.003
C 1.303 -4.675 6.654
C 2.763 -4.655 7.145
O 3.795 -4.399 6.206
C 4.082 -5.436 5.190
N 0.395 -5.029 7.799
H 1.134 -2.556 6.665
H -0.266 -3.359 6.037
H 1.273 -3.185 5.026
H 1.236 -5.458 5.898
H 2.916 -5.562 7.730
H 2.743 -3.910 7.941
H 4.798 -5.227 4.395
H 3.092 -5.670 4.800
H 4.349 -6.413 5.593
H 0.414 -4.319 8.516
H 0.853 -5.828 8.213
C 6.205 0.965 5.491
C 7.396 1.249 4.473
C 7.844 -0.048 3.730
O 8.851 0.248 2.754
C 9.568 -0.934 2.256
N 6.711 2.101 3.497
H 5.440 0.497 4.872
H 5.816 1.851 5.992
H 6.423 0.229 6.266
H 8.169 1.828 4.979
H 7.007 -0.549 3.244
H 8.201 -0.757 4.476
H 10.187 -1.503 2.948
H 10.417 -0.518 1.714
H 9.109 -1.502 1.447
H 6.377 2.894 4.026
H 5.885 1.577 3.246
C -3.039 7.759 -0.073
O -2.282 7.806 -1.294
H -3.479 6.821 0.266
H -2.415 8.093 0.756
H -3.861 8.473 -0.131
H -2.855 7.612 -2.039
C -5.352 3.979 -5.350
O -4.951 5.306 -5.326
H -4.880 3.427 -4.537
H -6.415 3.828 -5.159
H -5.186 3.353 -6.226
H -5.464 5.811 -5.961
*
```

Atom charges from the Löwdin analysis, given in e for atoms 1 to 5: 0.66, 0.26, -0.21, -0.23, -0.21

[3]
C30H85Cl10O30P5 | wB97M-V/def2-TZVPD

The highest occupied orbital energy is -9.754 eV. The calculation puts the lowest unoccupied orbital energy at 0.30 eV. The electronic energy comes out at -9760.10173 Eh.

ORCA input file:
```
! wB97M-V def2-TZVPD RIJCOSX def2/J DEFGRID3
* xyz 0 1
C -0.301 -4.500 -1.075
O -1.305 -5.468 -1.376
P -0.986 -6.624 -2.512
O 0.376 -7.098 -2.458
O -2.176 -7.752 -2.327
C -2.415 -8.784 -3.294
O -1.454 -5.965 -3.886
C -2.762 -5.400 -3.980
H 0.524 -4.621 -1.777
H 0.053 -4.512 -0.044
H -0.643 -3.483 -1.267
H -3.481 -8.644 -3.472
H -2.292 -9.731 -2.769
H -1.823 -8.737 -4.208
H -2.432 -4.389 -4.221
H -3.436 -5.479 -3.127
H -3.224 -6.033 -4.737
C -2.801 -3.353 1.294
O -3.615 -2.344 0.711
P -4.188 -2.553 -0.801
O -4.570 -3.973 -1.077
O -3.059 -1.796 -1.743
C -3.298 -1.738 -3.050
O -5.403 -1.503 -0.818
C -5.475 -0.200 -0.335
H -2.624 -4.331 0.846
H -3.234 -3.521 2.279
H -1.785 -2.958 1.293
H -2.385 -1.468 -3.580
H -4.282 -1.344 -3.301
H -3.338 -2.783 -3.357
H -4.473 0.228 -0.340
H -5.772 -0.313 0.708
H -6.037 0.506 -0.946
C 3.741 -1.407 7.942
O 2.620 -1.313 6.967
P 2.525 -2.250 5.619
O 1.339 -1.905 4.761
O 2.590 -3.815 6.110
C 1.598 -4.191 7.042
O 3.985 -2.065 4.843
C 4.182 -3.024 3.872
H 3.551 -0.645 8.698
H 4.758 -1.190 7.615
H 3.736 -2.389 8.416
H 1.290 -3.399 7.725
H 1.876 -5.048 7.655
H 0.657 -4.523 6.602
H 3.354 -3.359 3.247
H 4.809 -3.862 4.178
H 4.753 -2.564 3.066
C 1.095 -1.157 1.366
O 0.366 -0.175 0.628
P 1.206 0.822 -0.412
O 1.905 0.078 -1.410
O 0.070 1.809 -0.995
C -0.623 2.644 -0.066
O 2.123 1.642 0.600
C 3.360 2.196 0.391
H 1.045 -2.141 0.901
H 0.513 -1.378 2.261
H 2.111 -0.925 1.686
H -1.667 2.334 -0.118
H -0.520 3.704 -0.296
H -0.360 2.441 0.972
H 3.793 2.229 1.391
H 3.162 3.197 0.009
H 4.028 1.587 -0.218
C -0.288 -8.709 0.362
O 0.227 -7.404 0.669
P 0.529 -7.131 2.192
O -0.340 -7.805 3.211
O 2.089 -7.524 2.256
C 2.689 -7.280 3.518
O 0.569 -5.500 2.247
C 0.040 -4.648 3.262
H 0.275 -9.063 -0.501
H -1.334 -8.752 0.059
H -0.115 -9.452 1.141
H 2.408 -8.126 4.146
H 2.353 -6.303 3.867
H 3.766 -7.389 3.387
H 0.072 -3.580 3.046
H 0.585 -4.934 4.161
H -0.958 -5.079 3.344
C 1.036 7.850 -0.067
C 0.856 6.748 -1.097
O 1.845 5.722 -1.070
O 2.357 8.319 0.013
H 0.661 7.674 0.941
H 0.523 8.748 -0.413
H 0.914 7.240 -2.068
H -0.077 6.187 -1.035
H 1.403 5.043 -1.584
H 2.949 7.587 0.200
C 0.865 4.932 -5.393
C 1.667 4.275 -4.203
O 0.787 3.996 -3.167
O -0.473 4.388 -5.585
H 1.470 5.032 -6.295
H 0.744 5.997 -5.197
H 2.535 4.846 -3.873
H 2.133 3.380 -4.615
H 0.208 3.246 -3.320
H -0.786 5.111 -6.133
C -3.836 7.837 -2.199
C -2.247 7.709 -2.211
O -1.940 6.299 -2.393
O -4.374 6.957 -3.209
H -4.124 8.863 -2.430
H -4.210 7.579 -1.208
H -1.859 8.176 -1.306
H -1.755 8.126 -3.090
H -2.044 5.780 -1.592
H -3.807 6.197 -3.061
C -4.767 4.201 -0.298
C -6.263 3.981 -0.493
O -6.479 2.763 -1.189
O -4.135 4.558 -1.467
H -4.207 3.300 -0.044
H -4.503 4.772 0.592
H -6.746 4.859 -0.921
H -6.693 3.917 0.506
H -6.398 2.903 -2.135
H -4.673 4.341 -2.231
C 0.481 1.037 -6.411
C 0.318 0.192 -5.083
O 0.499 1.128 -3.968
O -0.630 1.925 -6.582
H 0.302 0.288 -7.182
H 1.501 1.322 -6.669
H 0.961 -0.652 -4.833
H -0.673 -0.260 -5.136
H 0.419 0.599 -3.171
H -0.456 2.625 -5.949
C -2.745 -0.101 3.261
Cl -3.858 1.177 2.566
Cl -1.647 0.659 4.226
H -3.273 -0.819 3.889
H -2.250 -0.615 2.438
C 0.255 4.469 3.577
Cl 0.769 5.067 1.953
Cl -1.465 4.556 3.718
H 0.491 3.405 3.602
H 0.739 5.074 4.344
C 7.590 3.262 1.826
Cl 7.324 4.406 2.999
Cl 6.463 1.940 1.635
H 7.943 3.764 0.925
H 8.505 2.743 2.112
C 4.240 0.699 -4.565
Cl 4.913 2.130 -5.440
Cl 4.621 0.559 -2.860
H 3.153 0.749 -4.640
H 4.548 -0.169 -5.148
C 4.519 1.308 5.143
Cl 3.972 2.589 6.183
Cl 6.081 0.675 5.732
H 3.818 0.481 5.035
H 4.591 1.739 4.144
*
```

Atom charges from the Löwdin analysis, given in e for atoms 1 to 5: -0.10, -0.23, 0.44, -0.21, -0.26